[1]
10 unconnected molecules or ions with the total composition C48H113N3O10 in a non-equilibrium geometry. Source: the Open Molecules 2025 dataset; level of theory: ωB97M-V/def2-TZVPD.

Last column: Löwdin charge in e.
Geometry (Å):
C  0.85  -2.94  6.90  -0.056
C  0.32  -3.64  5.66  -0.460
C  -0.87  -2.85  5.12  -0.063
O  1.27  -3.66  4.60  -0.069
H  1.06  -1.92  6.58  0.078
H  1.67  -3.46  7.39  0.086
H  0.14  -2.79  7.72  0.080
H  0.13  -4.67  5.98  0.137
H  -1.17  -3.49  4.29  0.077
H  -0.62  -1.85  4.75  0.083
H  -1.78  -2.84  5.72  0.068
H  1.60  -2.76  4.61  0.041
C  -0.25  -4.08  -3.44  -0.045
C  -1.74  -3.78  -3.69  -0.512
C  -2.12  -2.38  -3.36  -0.054
O  -1.95  -4.10  -5.03  -0.045
H  0.50  -3.32  -3.68  0.055
H  0.15  -4.94  -3.97  0.080
H  -0.01  -4.14  -2.37  0.069
H  -2.39  -4.50  -3.18  0.134
H  -3.06  -1.95  -3.71  0.081
H  -1.30  -1.81  -3.81  0.078
H  -1.97  -2.19  -2.30  0.067
H  -2.07  -5.04  -5.16  0.097
C  3.70  0.16  2.68  -0.035
C  3.32  -1.06  3.53  -0.493
C  4.06  -1.03  4.86  -0.058
O  2.02  -0.98  3.96  -0.078
H  3.44  1.06  3.24  0.083
H  3.36  0.25  1.65  0.059
H  4.79  0.18  2.60  0.080
H  3.57  -2.02  3.07  0.140
H  4.01  -0.09  5.41  0.085
H  5.12  -1.26  4.68  0.083
H  3.68  -1.73  5.60  0.071
H  1.51  -0.73  3.19  0.041
C  1.02  -0.67  -0.33  -0.036
C  0.00  -0.76  0.77  -0.509
C  -0.45  -2.17  1.17  -0.009
O  0.59  -0.13  1.85  -0.069
H  0.62  -1.14  -1.23  0.074
H  1.98  -1.12  -0.08  0.085
H  1.23  0.38  -0.53  0.074
H  -0.86  -0.21  0.41  0.121
H  0.49  -2.58  1.55  0.084
H  -0.69  -2.71  0.26  0.074
H  -1.24  -2.29  1.91  0.067
H  0.18  0.72  2.01  0.063
C  -1.10  4.35  2.37  -0.051
C  -0.28  3.52  1.42  -0.447
C  1.21  3.49  1.78  -0.018
O  -0.82  2.24  1.65  -0.089
H  -0.64  4.47  3.35  0.079
H  -2.14  4.08  2.57  0.071
H  -1.16  5.39  2.04  0.081
H  -0.50  3.74  0.37  0.124
H  1.33  3.61  2.86  0.084
H  1.75  4.27  1.25  0.077
H  1.66  2.52  1.54  0.070
H  -1.67  2.22  1.20  0.043
C  2.55  -6.15  2.29  -0.056
C  1.10  -6.59  2.61  -0.480
C  1.03  -7.09  4.03  -0.070
O  0.27  -5.48  2.51  -0.062
H  3.02  -5.37  2.90  0.074
H  2.70  -5.94  1.23  0.071
H  3.20  -7.02  2.38  0.072
H  0.88  -7.40  1.91  0.138
H  1.51  -8.04  4.28  0.080
H  0.00  -7.34  4.29  0.077
H  1.34  -6.36  4.77  0.067
H  0.65  -4.84  3.12  0.031
C  -4.06  0.50  -1.10  -0.046
C  -3.53  1.87  -0.79  -0.457
C  -4.33  3.02  -1.41  -0.040
O  -3.48  2.06  0.62  -0.080
H  -5.10  0.26  -0.88  0.073
H  -3.56  -0.26  -0.51  0.073
H  -3.99  0.21  -2.15  0.085
H  -2.52  1.99  -1.18  0.132
H  -3.79  3.96  -1.34  0.072
H  -5.29  3.19  -0.92  0.084
H  -4.45  2.95  -2.49  0.091
H  -4.37  2.32  0.88  0.081
C  -3.88  -1.47  4.43  0.025
C  -4.46  -0.09  4.09  -0.433
C  -4.71  -0.04  2.57  -0.141
C  -5.95  -0.80  2.08  -0.141
C  -7.14  -0.12  2.76  -0.103
C  -7.04  -0.13  4.33  -0.474
N  -5.73  0.27  4.79  0.084
O  -5.60  0.44  6.15  0.134
C  -8.08  0.89  4.84  -0.006
C  -7.40  -1.50  4.83  0.000
C  -3.45  1.03  4.35  0.001
H  -3.93  -1.58  5.52  0.098
H  -2.83  -1.58  4.14  0.075
H  -4.50  -2.26  4.01  0.090
H  -4.89  0.96  2.17  0.099
H  -3.80  -0.38  2.07  0.128
H  -5.92  -1.85  2.39  0.106
H  -5.91  -0.75  0.99  0.107
H  -8.08  -0.57  2.43  0.134
H  -7.14  0.91  2.41  0.123
H  -7.85  1.92  4.56  0.097
H  -9.06  0.63  4.44  0.107
H  -8.18  0.87  5.92  0.094
H  -8.38  -1.79  4.44  0.112
H  -6.82  -2.29  4.37  0.086
H  -7.38  -1.70  5.90  0.109
H  -3.87  2.03  4.43  0.098
H  -2.60  1.01  3.68  0.105
H  -3.11  0.89  5.38  0.094
H  -5.31  1.36  6.16  0.144
C  4.08  0.33  -2.39  -0.051
C  4.04  -0.20  -3.82  -0.460
C  4.60  1.01  -4.62  -0.108
C  4.93  0.62  -6.12  -0.143
C  5.88  -0.59  -6.14  -0.182
C  5.40  -1.78  -5.36  -0.489
N  5.05  -1.32  -4.00  -0.112
O  4.87  -2.36  -3.13  0.002
C  4.30  -2.58  -6.13  -0.009
C  6.71  -2.67  -5.32  -0.047
C  2.56  -0.51  -4.11  -0.019
H  5.04  0.63  -1.98  0.095
H  3.34  1.13  -2.27  0.064
H  3.80  -0.50  -1.74  0.068
H  3.86  1.80  -4.73  0.104
H  5.43  1.45  -4.08  0.115
H  4.09  0.24  -6.70  0.094
H  5.39  1.44  -6.68  0.107
H  6.80  -0.21  -5.71  0.119
H  6.10  -0.94  -7.15  0.125
H  3.56  -1.92  -6.58  0.065
H  3.77  -3.18  -5.39  0.069
H  4.73  -3.28  -6.84  0.084
H  7.24  -2.90  -6.25  0.083
H  6.72  -3.61  -4.77  0.072
H  7.49  -2.21  -4.71  0.078
H  2.32  -0.56  -5.17  0.077
H  2.12  -1.38  -3.63  0.065
H  1.98  0.34  -3.75  0.061
H  3.98  -2.65  -3.32  0.077
C  1.52  6.82  -3.19  -0.029
C  2.12  5.54  -3.80  -0.481
C  2.86  4.73  -2.60  -0.101
C  1.96  3.90  -1.70  -0.189
C  0.90  3.15  -2.57  -0.114
C  0.08  3.98  -3.66  -0.469
N  1.11  4.72  -4.46  -0.106
O  0.54  5.28  -5.64  -0.001
C  -0.71  2.97  -4.49  -0.019
C  -0.87  4.82  -2.88  -0.057
C  3.18  5.88  -4.84  -0.039
H  2.32  7.53  -2.97  0.091
H  1.01  6.60  -2.25  0.066
H  0.70  7.26  -3.76  0.075
H  3.70  4.16  -3.00  0.111
H  3.27  5.49  -1.93  0.114
H  1.42  4.51  -0.97  0.076
H  2.52  3.18  -1.11  0.101
H  0.29  2.47  -1.97  0.104
H  1.58  2.52  -3.14  0.086
H  -0.23  2.08  -4.90  0.084
H  -1.47  2.56  -3.83  0.069
H  -1.07  3.55  -5.34  0.085
H  -1.25  5.71  -3.38  0.092
H  -1.71  4.21  -2.54  0.054
H  -0.76  5.10  -1.83  0.074
H  3.50  5.05  -5.46  0.088
H  4.07  6.16  -4.28  0.082
H  2.92  6.71  -5.50  0.086
H  0.06  6.06  -5.34  0.077

Properties
* relative energy (zero: lowest compared OMol25 entry of this formula, charge and spin): 0.00 kJ/mol
* max |F|: 3.3 eV Å⁻¹
* total charge: +1
* spin multiplicity: 2
* expectation value of S²: 0.7541



[2]
A molecular structure, C48H115Br9NO29P7 in a non-equilibrium geometry. Source: the Open Molecules 2025 dataset; level of theory: ωB97M-V/def2-TZVPD.

Last column: Löwdin charge in e.
Geometry (Å):
C  2.34  1.99  12.79  -0.323
O  2.37  3.14  12.29  -0.075
N  1.58  1.00  12.24  -0.187
C  1.48  -0.24  13.00  -0.113
C  0.85  1.00  10.95  -0.060
H  2.75  1.67  13.77  0.128
H  0.49  -0.65  13.21  0.024
H  2.05  -0.21  13.92  0.066
H  1.93  -1.05  12.42  0.055
H  1.17  0.17  10.32  0.059
H  -0.20  0.90  11.21  0.057
H  1.06  1.94  10.43  0.059
C  4.38  -0.01  10.06  -1.432
Br  3.73  -1.61  9.11  0.599
Br  3.87  1.72  9.17  0.571
Br  6.37  -0.04  10.08  0.617
H  3.96  -0.05  11.06  -0.042
C  -0.90  -3.85  12.66  -1.462
Br  -1.47  -5.55  11.84  0.580
Br  -0.79  -2.36  11.33  0.691
Br  0.81  -4.12  13.55  0.631
H  -1.64  -3.59  13.41  -0.056
C  -0.45  4.28  13.74  -1.430
Br  -1.38  5.25  15.19  0.573
Br  -1.03  4.82  11.96  0.662
Br  -0.91  2.32  13.97  0.616
H  0.60  4.53  13.85  -0.025
C  -3.82  5.31  8.68  -0.052
C  -2.83  6.48  9.01  -0.276
O  -1.50  6.14  8.81  -0.249
P  -0.90  6.00  7.25  0.549
O  -1.47  6.97  6.24  -0.251
O  0.70  6.05  7.41  -0.161
C  1.38  6.31  8.63  -0.252
C  1.55  5.04  9.41  -0.102
O  -1.21  4.46  6.84  -0.191
C  -1.11  3.38  7.74  -0.280
C  0.08  2.49  7.32  -0.050
H  -4.87  5.53  8.48  0.073
H  -3.51  4.70  7.83  0.053
H  -3.85  4.55  9.46  0.061
H  -3.06  7.34  8.38  0.109
H  -2.97  6.78  10.05  0.106
H  2.38  6.64  8.38  0.096
H  0.90  7.08  9.24  0.129
H  1.92  5.29  10.41  0.073
H  0.52  4.77  9.66  -0.003
H  2.11  4.23  8.95  0.050
H  -1.08  3.73  8.77  0.089
H  -2.06  2.84  7.68  0.107
H  1.02  3.04  7.31  0.059
H  0.20  1.66  8.01  0.048
H  -0.10  2.09  6.32  0.078
C  7.30  -1.92  18.04  -0.058
C  6.04  -1.48  17.28  -0.278
O  5.60  -0.16  17.66  -0.185
P  4.52  0.56  16.66  0.468
O  3.66  -0.35  15.85  -0.250
O  3.72  1.56  17.65  -0.197
C  2.59  1.20  18.47  -0.239
C  1.29  1.80  17.93  -0.051
O  5.41  1.60  15.85  -0.192
C  6.34  1.08  14.85  -0.231
C  6.66  2.19  13.85  -0.051
H  7.83  -2.73  17.55  0.078
H  7.94  -1.06  18.23  0.079
H  6.99  -2.32  19.01  0.070
H  6.29  -1.57  16.23  0.092
H  5.21  -2.13  17.57  0.117
H  2.42  0.13  18.47  0.113
H  2.86  1.57  19.46  0.110
H  1.01  1.52  16.92  0.068
H  0.50  1.70  18.68  0.083
H  1.42  2.88  18.05  0.045
H  7.28  0.72  15.27  0.122
H  5.89  0.26  14.30  0.105
H  6.82  1.78  12.86  0.059
H  5.72  2.73  13.71  0.059
H  7.39  2.93  14.18  0.085
C  9.58  -5.33  10.07  -0.062
C  9.24  -4.79  11.45  -0.333
O  8.70  -3.58  11.16  -0.205
P  8.22  -2.63  12.41  0.554
O  8.76  -2.99  13.74  -0.241
O  6.56  -2.60  12.28  -0.243
C  5.73  -3.29  13.20  -0.260
C  4.38  -2.81  12.73  -0.080
O  8.67  -1.10  11.95  -0.270
C  10.03  -0.76  11.88  -0.305
C  10.17  0.20  10.74  -0.078
H  8.67  -5.62  9.55  0.079
H  10.23  -4.59  9.61  0.087
H  10.00  -6.34  10.11  0.075
H  8.38  -5.27  11.92  0.124
H  10.16  -4.68  12.02  0.124
H  5.81  -4.38  13.19  0.121
H  6.04  -2.98  14.20  0.103
H  4.39  -1.73  12.89  0.063
H  4.19  -3.01  11.68  0.049
H  3.61  -3.20  13.40  0.037
H  10.26  -0.24  12.81  0.121
H  10.69  -1.62  11.83  0.121
H  11.15  0.69  10.70  0.082
H  10.09  -0.34  9.79  0.079
H  9.39  0.94  10.64  0.065
C  0.46  -1.47  7.48  -0.091
C  -0.87  -1.14  6.77  -0.211
O  -2.07  -1.62  7.47  -0.191
P  -2.78  -0.66  8.56  0.494
O  -1.85  0.32  9.22  -0.254
O  -3.52  -1.69  9.59  -0.254
C  -3.85  -2.99  9.14  -0.281
C  -4.70  -3.73  10.15  -0.058
O  -4.05  -0.06  7.74  -0.200
C  -5.07  0.75  8.34  -0.252
C  -6.36  -0.03  8.33  -0.057
H  0.85  -2.43  7.12  0.071
H  1.24  -0.72  7.36  0.053
H  0.32  -1.59  8.55  0.027
H  -0.94  -0.06  6.72  0.079
H  -0.82  -1.44  5.72  0.121
H  -4.41  -2.88  8.21  0.114
H  -2.89  -3.46  8.93  0.107
H  -4.17  -4.11  11.03  0.037
H  -5.47  -3.09  10.57  0.076
H  -5.22  -4.53  9.63  0.086
H  -4.70  0.98  9.34  0.091
H  -5.21  1.66  7.77  0.120
H  -6.95  0.26  9.20  0.083
H  -6.87  0.12  7.38  0.080
H  -6.20  -1.11  8.39  0.067
C  0.41  5.90  18.26  -0.097
C  1.77  6.50  18.19  -0.275
O  2.71  5.56  18.70  -0.207
P  4.23  5.92  19.03  0.500
O  4.48  7.06  19.95  -0.239
O  4.87  4.52  19.53  -0.203
C  4.65  4.17  20.92  -0.259
C  5.36  2.80  21.13  -0.047
O  4.89  6.08  17.51  -0.187
C  5.30  5.00  16.70  -0.247
C  4.05  4.62  15.82  -0.052
H  0.10  5.80  19.30  0.085
H  -0.39  6.41  17.72  0.047
H  0.59  4.86  18.02  0.052
H  2.10  6.77  17.19  0.124
H  1.75  7.34  18.88  0.123
H  4.96  4.94  21.63  0.112
H  3.58  4.08  21.12  0.108
H  4.91  2.12  20.41  0.057
H  6.39  3.02  20.83  0.076
H  5.42  2.52  22.18  0.077
H  6.09  5.24  15.99  0.112
H  5.64  4.14  17.29  0.099
H  3.22  4.40  16.49  0.055
H  3.88  5.47  15.17  0.076
H  4.06  3.75  15.17  0.044
C  5.37  6.58  4.77  -0.058
C  4.42  6.39  5.96  -0.249
O  5.11  6.18  7.21  -0.185
P  5.49  7.43  8.13  0.499
O  4.47  8.48  8.17  -0.231
O  5.85  6.68  9.58  -0.196
C  4.92  5.87  10.27  -0.285
C  5.65  4.94  11.26  -0.049
O  6.96  8.02  7.68  -0.194
C  7.01  9.13  6.82  -0.297
C  8.32  8.95  6.09  -0.075
H  4.64  6.80  3.99  0.081
H  6.10  7.39  4.79  0.052
H  5.83  5.63  4.52  0.081
H  3.74  7.24  6.07  0.109
H  3.76  5.60  5.61  0.118
H  4.20  6.58  10.70  0.120
H  4.35  5.30  9.53  0.083
H  4.87  4.30  11.66  0.051
H  6.44  4.39  10.76  0.081
H  6.03  5.52  12.10  0.075
H  6.16  9.15  6.14  0.107
H  6.95  9.99  7.49  0.126
H  8.29  8.25  5.26  0.071
H  8.66  9.91  5.70  0.073
H  9.21  8.74  6.68  0.081
C  -3.47  0.35  12.16  -0.064
C  -4.19  -0.19  13.44  -0.233
O  -3.44  -1.30  13.89  -0.208
P  -4.11  -2.46  14.76  0.498
O  -5.36  -2.02  15.41  -0.224
O  -2.93  -2.93  15.79  -0.193
C  -2.16  -1.97  16.51  -0.265
C  -0.89  -1.68  15.79  -0.087
O  -4.25  -3.73  13.69  -0.225
C  -5.00  -4.86  13.93  -0.285
C  -6.53  -4.63  13.51  -0.036
H  -4.08  0.92  11.46  0.067
H  -2.64  0.95  12.53  -0.016
H  -3.10  -0.48  11.56  0.015
H  -4.09  0.62  14.15  0.115
H  -5.22  -0.52  13.28  0.117
H  -2.71  -1.05  16.69  0.124
H  -1.96  -2.48  17.46  0.127
H  -1.07  -1.39  14.76  0.051
H  -0.54  -0.79  16.31  0.079
H  -0.16  -2.49  15.74  0.044
H  -4.70  -5.68  13.27  0.095
H  -4.70  -5.28  14.89  0.119
H  -7.06  -5.58  13.49  0.068
H  -7.00  -3.91  14.19  0.063
H  -6.55  -4.25  12.49  0.054

Properties
* relative energy (zero: lowest compared OMol25 entry of this formula, charge and spin): 250.14 kJ/mol
* max |F|: 5.5 eV Å⁻¹



- What is the max |F| in the second record?
  5.5 eV Å⁻¹



- What is the formula in the first record?
  C48H113N3O10